(1)
Here is a structure of composition C33H27BaBrN6O2 in a non-equilibrium geometry from OMol25. Energies are from wB97M-V/def2-TZVPD.

XYZ file:
```
70
Properties=species:S:1:pos:R:3:lowdin_charge:R:1
Ba 1.248 -1.245 1.719 2.16
O -0.164 -2.788 2.203 -0.55
C -0.170 -2.833 3.521 -0.50
C 0.596 -3.779 4.236 -0.02
C 0.617 -3.779 5.621 -0.09
C -0.111 -2.832 6.345 -0.10
C -0.836 -1.876 5.655 -0.06
C -0.868 -1.856 4.258 -0.18
C -1.605 -0.816 3.462 -0.14
N -1.398 0.444 3.421 0.05
C -0.353 1.069 4.259 -0.22
C 0.573 1.928 3.416 -0.21
N 1.515 1.076 2.646 -0.16
C 2.437 1.687 2.011 -0.14
C 3.525 1.108 1.182 -0.16
C 4.225 2.013 0.357 -0.07
C 5.267 1.638 -0.457 -0.11
C 5.673 0.294 -0.431 -0.09
C 5.043 -0.620 0.383 -0.03
C 3.949 -0.257 1.209 -0.42
O 3.361 -1.175 1.950 -0.52
H 1.152 -4.514 3.668 0.11
H 1.205 -4.523 6.147 0.10
H -0.103 -2.838 7.428 0.10
H -1.396 -1.124 6.205 0.12
H -2.376 -1.194 2.785 0.11
H 0.244 0.352 4.821 0.10
H -0.856 1.714 4.981 0.12
H 1.122 2.609 4.068 0.12
H -0.027 2.529 2.731 0.12
H 2.455 2.786 2.071 0.13
H 3.909 3.055 0.370 0.11
H 5.770 2.363 -1.086 0.10
H 6.507 -0.027 -1.048 0.10
H 5.366 -1.654 0.428 0.11
N -2.799 2.761 -3.251 0.17
C -3.102 3.466 -4.408 -0.19
C -4.251 4.131 -4.838 -0.02
C -4.182 4.739 -6.077 -0.09
C -3.010 4.687 -6.859 -0.09
C -1.884 4.024 -6.414 -0.02
C -1.940 3.404 -5.164 -0.22
N -0.953 2.678 -4.494 0.18
C -1.508 2.322 -3.376 -0.28
C -0.810 1.523 -2.340 -0.12
C -1.364 1.226 -1.108 -0.02
C -0.627 0.459 -0.218 -0.20
N 0.598 0.011 -0.490 -0.11
C 1.130 0.316 -1.680 -0.11
C 0.465 1.059 -2.630 0.00
H -3.424 2.568 -2.490 0.15
H -5.153 4.173 -4.237 0.11
H -5.048 5.269 -6.457 0.10
H -2.997 5.178 -7.826 0.10
H -0.977 3.979 -7.009 0.11
H -2.356 1.559 -0.814 0.11
H -1.053 0.202 0.763 0.07
H 2.137 -0.045 -1.872 0.12
H 0.920 1.287 -3.586 0.12
Br -3.232 -1.913 -0.433 0.76
C -1.954 -3.252 -0.911 -0.72
C -2.436 -4.529 -1.172 -0.11
C -1.512 -5.506 -1.492 -0.06
C -0.166 -5.179 -1.540 -0.06
C 0.191 -3.874 -1.266 -0.13
N -0.690 -2.912 -0.956 0.05
H -3.494 -4.739 -1.116 0.10
H -1.842 -6.517 -1.700 0.11
H 0.590 -5.916 -1.781 0.11
H 1.238 -3.575 -1.296 0.11
```

For the HOMO energy, the calculation gives -7.44 eV. The value obtained for the LUMO energy is -0.115 eV. Its frontier orbital gap is 7.324 eV.

---

(2)
Here is a structure of composition C33H27BrClN6O2ReSe from OMol25. Energies are from wB97M-V/def2-TZVPD.

XYZ file:
```
72
Properties=species:S:1:pos:R:3:lowdin_charge:R:1
Re 0.160 -0.349 -0.594 1.57
C 4.179 -1.031 1.310 -0.04
O 2.939 -0.336 1.331 -0.12
C 2.968 1.004 1.135 -0.26
C 4.126 1.765 1.054 -0.01
C 4.043 3.143 0.901 -0.06
C 2.815 3.780 0.838 -0.07
C 1.656 3.023 0.909 -0.02
C 1.732 1.647 1.036 -0.19
N 0.501 0.884 1.023 -0.11
N -0.284 1.265 1.933 0.14
C -1.566 0.760 2.059 -0.14
C -2.135 -0.230 1.264 -0.29
O -1.468 -0.802 0.253 -0.26
C -3.454 -0.679 1.497 0.01
C -4.187 -0.136 2.504 0.01
C -3.656 0.879 3.346 -0.16
C -4.427 1.434 4.391 -0.02
C -3.905 2.408 5.195 -0.06
C -2.589 2.860 4.983 -0.06
C -1.819 2.340 3.977 -0.02
C -2.338 1.335 3.133 -0.09
H 4.830 -0.700 2.121 0.10
H 3.934 -2.080 1.453 0.09
H 4.683 -0.900 0.350 0.09
H 5.095 1.293 1.117 0.11
H 4.956 3.720 0.838 0.11
H 2.756 4.853 0.726 0.11
H 0.681 3.488 0.848 0.12
H -3.850 -1.450 0.850 0.12
H -5.201 -0.474 2.677 0.13
H -5.437 1.075 4.541 0.12
H -4.498 2.832 5.994 0.11
H -2.181 3.630 5.624 0.11
H -0.810 2.691 3.822 0.11
Cl -1.508 0.667 -7.390 0.67
C -1.281 0.952 -5.691 -0.68
C -0.095 1.510 -5.240 -0.10
C 0.089 1.699 -3.877 -0.06
C -0.891 1.334 -2.957 -0.32
C -0.626 1.418 -1.489 -0.23
C -2.091 0.817 -3.445 -0.06
C -2.292 0.621 -4.801 -0.11
H 0.673 1.791 -5.948 0.11
H 1.021 2.127 -3.524 0.11
H -1.563 1.603 -0.946 0.08
H 0.037 2.259 -1.268 0.06
H -2.875 0.542 -2.748 0.12
H -3.224 0.215 -5.172 0.11
N -0.742 -2.545 -4.171 0.11
C -1.549 -3.249 -3.310 -0.05
C -1.374 -2.676 -2.092 -0.12
N -0.474 -1.636 -2.211 -0.11
C -0.118 -1.585 -3.478 -0.20
H -0.661 -2.684 -5.164 0.17
H -2.159 -4.073 -3.631 0.12
H -1.822 -2.927 -1.148 0.11
H 0.567 -0.878 -3.915 0.13
Se 4.342 0.279 -2.972 0.74
C 2.875 0.084 -2.099 -0.92
N 1.856 -0.056 -1.501 -0.13
Br 2.308 -3.362 -1.698 0.86
C 1.696 -3.331 0.085 -0.71
C 2.056 -4.409 0.885 -0.11
C 1.674 -4.403 2.211 -0.03
C 0.959 -3.317 2.694 -0.03
C 0.645 -2.297 1.825 -0.12
N 0.990 -2.293 0.523 -0.05
H 2.624 -5.222 0.459 0.11
H 1.939 -5.228 2.858 0.12
H 0.650 -3.255 3.728 0.12
H 0.098 -1.436 2.179 0.10
```

For the HOMO energy (spin up / spin down), the calculation gives -10.66 / -10.54 eV. The spin multiplicity is 2. The value obtained for the LUMO energy (spin up / spin down) is -4.503 / -4.098 eV. Its net charge is +1. Its frontier orbital gap (spin up / spin down) is 6.156 / 6.447 eV.

---

(3)
Here is a structure of composition C33H27Cl3KNOP from OMol25. Energies are from wB97M-V/def2-TZVPD.

XYZ file:
```
67
Properties=species:S:1:pos:R:3:lowdin_charge:R:1
K 1.631 2.101 0.374 0.57
Cl 2.056 -1.093 1.481 0.71
C 1.708 -2.290 0.258 -0.64
C 2.508 -3.417 0.220 -0.12
C 2.235 -4.411 -0.708 -0.10
C 1.171 -4.268 -1.582 -0.10
C 0.378 -3.131 -1.527 -0.08
C 0.627 -2.118 -0.604 -0.38
P -0.354 -0.574 -0.499 1.09
C -1.322 -0.870 1.020 -0.40
C -1.625 -2.122 1.550 -0.09
C -2.291 -2.236 2.762 -0.09
C -2.653 -1.094 3.470 -0.09
C -2.349 0.158 2.956 -0.09
C -1.694 0.264 1.739 -0.10
C -1.602 -0.846 -1.818 -0.36
C -2.920 -1.233 -1.592 -0.08
C -3.801 -1.381 -2.656 -0.09
C -3.375 -1.155 -3.957 -0.10
C -2.062 -0.769 -4.193 -0.07
C -1.189 -0.608 -3.129 -0.09
H 3.337 -3.509 0.908 0.10
H 2.865 -5.291 -0.748 0.10
H 0.960 -5.037 -2.314 0.10
H -0.453 -3.024 -2.213 0.10
H -1.322 -3.017 1.018 0.11
H -2.513 -3.219 3.160 0.10
H -3.151 -1.182 4.428 0.10
H -2.592 1.058 3.507 0.10
H -1.436 1.253 1.376 0.09
H -3.267 -1.413 -0.583 0.10
H -4.825 -1.678 -2.463 0.10
H -4.064 -1.274 -4.784 0.10
H -1.709 -0.583 -5.201 0.09
H -0.169 -0.302 -3.323 0.08
Cl 3.569 -1.834 -3.081 0.68
C 2.622 -0.462 -3.590 -0.59
C 2.120 -0.451 -4.885 -0.16
C 1.386 0.611 -5.348 -0.65
Cl 0.746 0.566 -6.976 0.63
C 1.143 1.725 -4.514 -0.20
C 0.406 2.859 -4.924 -0.04
C 0.214 3.896 -4.056 -0.06
C 0.765 3.803 -2.768 -0.15
N 1.448 2.767 -2.348 0.06
C 1.648 1.716 -3.185 -0.15
C 2.401 0.568 -2.640 -0.47
O 2.794 0.515 -1.451 -0.17
H 2.312 -1.297 -5.532 0.10
H -0.001 2.890 -5.926 0.08
H -0.347 4.773 -4.349 0.10
H 0.635 4.619 -2.062 0.11
C 1.765 2.734 6.083 -0.08
C 0.634 2.156 5.220 -0.66
C 0.788 0.629 5.154 -0.07
C -0.712 2.492 5.878 -0.07
C 0.692 2.726 3.859 -0.30
C 0.756 3.195 2.723 -0.21
H 1.736 2.314 7.094 0.07
H 1.673 3.819 6.148 0.08
H 2.733 2.507 5.635 0.08
H 0.730 0.188 6.155 0.08
H 1.750 0.365 4.711 0.07
H 0.004 0.193 4.532 0.06
H -0.758 2.089 6.895 0.07
H -1.535 2.068 5.299 0.06
H -0.854 3.573 5.919 0.08
```

For the HOMO energy, the calculation gives -4.41 eV. The value obtained for the LUMO energy is 2.458 eV. Its net charge is -1. Its frontier orbital gap is 6.864 eV.

---

(4)
Here is a structure of composition C33H27ClN8O5S2Ti in a non-equilibrium geometry from OMol25. Energies are from wB97M-V/def2-TZVPD.

XYZ file:
```
77
Properties=species:S:1:pos:R:3:lowdin_charge:R:1
Ti 0.435 0.336 -0.137 1.10
C 4.382 3.800 2.009 -0.36
S 4.742 2.376 0.945 0.95
C 3.268 1.481 0.888 -1.06
S 1.766 1.967 1.548 0.80
N 3.426 0.310 0.297 -0.08
N 2.316 -0.426 0.222 -0.17
C 2.444 -1.686 -0.053 -0.04
C 1.247 -2.486 -0.016 -0.25
C 1.253 -3.861 -0.214 0.03
C 0.086 -4.569 0.003 0.00
C -1.042 -3.885 0.439 0.00
C -0.978 -2.511 0.564 -0.10
N 0.126 -1.807 0.310 0.03
H 5.088 3.788 2.835 0.05
H 3.367 3.729 2.389 -0.01
H 4.521 4.715 1.436 0.04
H 3.425 -2.120 -0.210 0.16
H 2.162 -4.360 -0.519 0.13
H 0.053 -5.640 -0.147 0.13
H -1.957 -4.410 0.671 0.13
H -1.849 -1.960 0.886 0.11
O -3.762 3.531 3.525 0.18
C -3.693 2.436 2.790 -0.49
O -4.603 2.021 2.134 0.17
C -2.405 1.647 2.774 -0.05
C -2.046 0.577 3.575 -0.57
Cl -2.635 0.177 5.108 0.87
N -1.032 -0.094 2.964 -0.03
N -0.726 0.497 1.801 0.02
C -1.542 1.550 1.688 -0.18
C -1.383 2.395 0.476 -0.51
O -1.984 3.408 0.266 0.19
O -0.471 1.859 -0.313 -0.21
C -0.319 -1.246 3.426 -0.22
C 1.069 -1.213 3.397 -0.02
C 1.780 -2.325 3.818 -0.05
C 1.107 -3.454 4.263 -0.05
C -0.281 -3.477 4.281 -0.05
C -1.004 -2.372 3.861 -0.05
H -2.928 3.767 3.947 0.14
H 1.574 -0.309 3.077 0.07
H 2.862 -2.300 3.820 0.12
H 1.664 -4.313 4.613 0.12
H -0.804 -4.360 4.622 0.12
H -2.086 -2.393 3.873 0.11
C 2.257 -0.375 -4.115 0.01
C 2.051 -0.218 -2.748 -0.09
N 0.849 -0.284 -2.185 0.03
C -0.226 -0.500 -2.985 -0.12
C -0.104 -0.680 -4.376 -0.12
C 1.182 -0.604 -4.936 0.05
C -1.267 -0.920 -5.173 0.01
C -2.492 -0.970 -4.609 0.01
C -2.657 -0.749 -3.207 -0.11
C -3.925 -0.711 -2.602 0.04
C -4.020 -0.406 -1.270 0.02
C -2.849 -0.175 -0.546 -0.09
N -1.635 -0.245 -1.071 0.06
C -1.532 -0.510 -2.395 -0.12
H 3.261 -0.305 -4.510 0.13
H 2.898 -0.011 -2.108 0.11
H 1.312 -0.721 -6.005 0.14
H -1.133 -1.051 -6.239 0.13
H -3.372 -1.155 -5.211 0.13
H -4.806 -0.912 -3.199 0.14
H -4.973 -0.324 -0.766 0.13
H -2.932 0.077 0.502 0.11
C 0.295 3.417 -2.781 0.03
C 1.365 3.214 -1.744 -0.53
N 1.879 4.324 -1.216 0.23
O 1.781 2.094 -1.405 -0.10
H 0.583 4.187 -3.496 0.10
H -0.620 3.742 -2.280 0.09
H 0.095 2.484 -3.302 0.08
H 1.536 5.234 -1.472 0.13
H 2.565 4.266 -0.482 0.10
```

For the HOMO energy, the calculation gives -13.47 eV. The value obtained for the LUMO energy is -7.261 eV. Its net charge is +2. Its frontier orbital gap is 6.207 eV.

---

(5)
Here is a structure of composition C33H27F14N5OPRuS in a non-equilibrium geometry from OMol25. Energies are from wB97M-V/def2-TZVPD.

XYZ file:
```
83
Properties=species:S:1:pos:R:3:lowdin_charge:R:1
Ru -0.135 0.772 -0.109 1.08
C -1.738 -5.807 0.729 -0.04
C -1.097 -4.544 0.224 -0.27
C 0.269 -4.306 0.384 -0.02
C 0.837 -3.112 -0.017 -0.05
C 0.078 -2.099 -0.604 -0.27
N 0.630 -0.870 -1.041 -0.07
C 1.759 -1.016 -1.834 -0.21
C 1.903 -2.189 -2.617 -0.01
C 2.985 -2.425 -3.431 -0.03
C 4.001 -1.480 -3.584 -0.28
C 5.177 -1.709 -4.497 -0.05
C 3.843 -0.299 -2.897 0.01
C 2.762 -0.070 -2.042 -0.12
N 2.697 1.208 -1.412 -0.07
C 3.675 2.126 -1.337 -0.07
C 3.136 3.282 -0.828 -0.03
C 1.790 2.984 -0.640 -0.17
N 1.519 1.726 -1.018 -0.14
C -1.268 -2.359 -0.781 -0.14
C -1.854 -3.548 -0.368 0.01
N -2.062 -1.398 -1.454 -0.06
C -3.080 -1.674 -2.291 -0.05
C -3.745 -0.502 -2.534 -0.03
C -3.047 0.458 -1.796 -0.21
N -2.021 -0.078 -1.143 -0.04
H -1.037 -6.641 0.713 0.08
H -2.607 -6.078 0.130 0.08
H -2.078 -5.679 1.759 0.08
H 0.894 -5.065 0.840 0.12
H 1.902 -2.955 0.103 0.12
H 1.117 -2.927 -2.567 0.12
H 3.026 -3.354 -3.988 0.12
H 5.375 -2.774 -4.616 0.08
H 6.081 -1.242 -4.106 0.08
H 4.996 -1.297 -5.492 0.08
H 4.571 0.488 -3.050 0.11
H 4.683 1.896 -1.629 0.13
H 3.641 4.212 -0.640 0.11
H 1.000 3.629 -0.306 0.08
H -2.921 -3.678 -0.497 0.13
H -3.244 -2.679 -2.641 0.13
H -4.601 -0.351 -3.167 0.10
H -3.244 1.508 -1.712 0.06
F -2.609 7.114 1.651 0.12
C -2.251 6.096 0.865 -0.14
C -1.767 4.924 1.409 -0.14
F -1.641 4.798 2.732 0.12
C -1.405 3.894 0.562 -0.24
F -0.915 2.767 1.149 -0.03
C -1.486 3.944 -0.817 -0.52
S -0.996 2.623 -1.848 0.75
C -1.976 5.149 -1.325 -0.24
F -2.093 5.309 -2.648 0.08
C -2.353 6.203 -0.513 -0.14
F -2.812 7.335 -1.051 0.12
F -1.936 1.929 3.236 0.14
C -2.181 0.671 3.612 -0.54
F -3.243 0.720 4.420 0.17
F -1.135 0.268 4.358 0.15
C -2.326 -0.278 2.361 -0.28
O -1.203 -0.256 1.588 -0.26
C -3.629 0.127 1.600 -0.54
F -3.894 -0.707 0.594 0.16
F -4.715 0.133 2.385 0.17
F -3.497 1.360 1.091 0.16
C -2.531 -1.733 2.933 -0.54
F -2.908 -2.591 1.983 0.16
F -1.395 -2.208 3.456 0.16
F -3.459 -1.792 3.900 0.17
C 3.259 0.521 1.437 -0.23
P 1.461 0.391 1.638 0.84
C 1.218 1.657 2.921 -0.22
C 1.364 -1.222 2.453 -0.22
H 3.687 0.315 2.420 0.06
H 3.551 1.517 1.126 0.03
H 3.635 -0.214 0.724 0.05
H 1.547 1.283 3.891 0.06
H 0.183 1.962 2.991 0.01
H 1.819 2.528 2.650 0.05
H 1.456 -1.073 3.530 0.06
H 2.190 -1.839 2.101 0.04
H 0.424 -1.707 2.237 0.01
```

For the HOMO energy (spin up / spin down), the calculation gives -7.28 / -7.28 eV. The spin multiplicity is 2. The value obtained for the LUMO energy (spin up / spin down) is -0.010 / -0.764 eV. Its frontier orbital gap (spin up / spin down) is 7.275 / 6.519 eV.

---

(6)
Here is a structure of composition C33H27F6IN5O6PS2Ta from OMol25. Energies are from wB97M-V/def2-TZVPD.

XYZ file:
```
82
Properties=species:S:1:pos:R:3:lowdin_charge:R:1
Ta 0.534 0.136 -0.906 1.65
C -1.423 -4.088 -1.346 0.01
C -0.531 -3.899 -0.162 -0.24
N -0.466 -4.882 0.733 0.18
C 0.353 -4.801 1.775 -0.03
C 1.243 -3.753 1.987 -0.10
C 2.183 -3.757 3.160 -0.17
O 2.263 -2.426 3.658 -0.05
C 1.198 -2.700 1.068 -0.06
C 2.253 -1.707 1.018 0.02
N 2.276 -0.643 0.281 -0.08
C 3.573 -0.036 0.102 -0.35
C 4.368 0.379 1.158 0.00
C 5.648 0.854 0.893 -0.02
C 6.130 0.912 -0.405 -0.03
C 5.334 0.508 -1.473 -0.10
C 4.065 0.046 -1.195 -0.57
I 2.804 -0.657 -2.722 1.31
C 0.256 -2.771 0.037 -0.20
O 0.129 -1.667 -0.760 -0.29
H -0.965 -4.815 -2.021 0.11
H -1.594 -3.162 -1.892 0.06
H -2.374 -4.508 -1.026 0.09
H 0.313 -5.627 2.477 0.14
H 3.170 -4.121 2.847 0.14
H 1.805 -4.450 3.914 0.14
H 2.702 -2.432 4.517 0.12
H 3.163 -1.951 1.558 0.16
H 3.990 0.329 2.171 0.12
H 6.274 1.176 1.714 0.13
H 7.131 1.274 -0.597 0.13
H 5.711 0.548 -2.487 0.12
N -2.465 -0.293 -2.090 -0.06
P -2.048 0.182 -0.512 1.02
C -2.563 -1.128 0.587 -0.36
C -1.986 -1.221 1.858 -0.09
C -2.391 -2.219 2.727 -0.04
C -3.377 -3.120 2.341 -0.02
C -3.959 -3.024 1.085 -0.04
C -3.552 -2.034 0.203 -0.08
C -2.858 1.705 -0.092 -0.35
C -3.764 1.759 0.970 -0.06
C -4.395 2.958 1.262 -0.03
C -4.124 4.089 0.504 -0.02
C -3.219 4.037 -0.553 -0.04
C -2.581 2.849 -0.852 -0.10
C -1.713 0.205 -3.130 -0.35
C -2.256 0.316 -4.410 0.03
C -1.525 0.921 -5.401 0.02
C -0.256 1.436 -5.101 -0.01
C 0.239 1.262 -3.846 -0.18
N -0.445 0.606 -2.852 -0.09
H -3.438 -0.457 -2.319 0.13
H -1.230 -0.517 2.179 0.09
H -1.946 -2.286 3.711 0.12
H -3.698 -3.895 3.025 0.13
H -4.733 -3.719 0.790 0.13
H -4.015 -1.988 -0.774 0.11
H -3.981 0.874 1.555 0.11
H -5.104 3.008 2.077 0.13
H -4.623 5.021 0.735 0.13
H -3.013 4.925 -1.136 0.13
H -1.873 2.817 -1.674 0.10
H -3.258 -0.048 -4.594 0.14
H -1.939 1.024 -6.395 0.14
H 0.330 1.963 -5.840 0.13
H 1.208 1.649 -3.577 0.06
F -1.015 3.584 1.829 0.18
C -0.411 2.837 2.732 -0.68
F 0.119 3.567 3.677 0.22
F -1.242 1.938 3.225 0.19
S 0.978 1.922 1.892 0.73
O 0.199 1.033 0.919 -0.52
O 1.724 1.226 2.867 -0.18
N 1.777 2.965 1.066 -0.24
S 1.503 3.279 -0.439 0.74
O 1.474 1.953 -1.194 -0.51
O 0.429 4.131 -0.787 -0.18
C 3.119 4.032 -0.983 -0.68
F 3.187 5.233 -0.478 0.23
F 3.079 4.060 -2.303 0.19
F 4.109 3.274 -0.565 0.19
```

For the HOMO energy, the calculation gives -16.82 eV. The value obtained for the LUMO energy is -9.715 eV. Its net charge is +3. Its frontier orbital gap is 7.104 eV.

---

ΔE to the lowest compared entry with this formula, charge and spin values (in eV) by entry order: 2.7588 0.0000 0.0000 0.0000 0.0000 0.0000.